{"formula": "C28H29N2O6SW", "method": "ωB97M-V/def2-TZVPD", "homo_lumo_gap_ev": [6.149, 5.443], "energy_ev": -57405.4185, "fmax_ha_per_bohr": 0.01309, "homo_energy_ev": [-16.74, -16.72], "total_charge": 3, "e_lumo_ha": [-0.389, -0.415], "symbols": ["W", "C", "C", "C", "C", "C", "C", "C", "S", "O", "O", "N", "C", "C", "O", "O", "H", "H", "H", "H", "H", "H", "H", "H", "H", "O", "C", "O", "C", "N", "C", "C", "C", "H", "H", "H", "H", "H", "H", "H", "H", "H", "C", "C", "C", "C", "C", "C", "C", "C", "C", "C", "C", "C", "C", "C", "H", "H", "H", "H", "H", "H", "H", "H", "H", "H", "H"], "xyz": [[-0.0269, 1.1081, 0.1024], [-5.8225, -2.8845, -3.5345], [-5.0419, -2.0693, -2.5542], [-5.7066, -1.2497, -1.6355], [-5.0108, -0.4939, -0.7164], [-3.6128, -0.5515, -0.7258], [-2.9185, -1.3528, -1.6300], [-3.6436, -2.1057, -2.5319], [-2.8114, 0.4577, 0.4232], [-3.6639, 0.7712, 1.5085], [-1.4549, -0.1679, 0.8613], [-2.1294, 1.7763, -0.2366], [-2.2643, 2.1353, -1.6599], [-0.7965, 1.8101, -1.8852], [0.0422, 2.6031, -1.2706], [-0.3895, 0.6049, -1.9304], [-6.3146, -2.2335, -4.2597], [-6.6053, -3.4471, -3.0256], [-5.1883, -3.5814, -4.0773], [-6.7885, -1.2158, -1.6356], [-5.5367, 0.1168, 0.0049], [-1.8404, -1.3932, -1.6197], [-3.1202, -2.7424, -3.2332], [-2.4870, 3.1890, -1.7955], [-2.9340, 1.4881, -2.2224], [0.2786, -2.0068, -1.0351], [1.2101, -1.5747, -0.4152], [1.2838, -0.3442, 0.1095], [2.4178, -2.4299, -0.0696], [2.2525, -3.7672, -0.7613], [2.2261, -4.8481, 0.3101], [3.0050, -4.2155, 1.4472], [2.5214, -2.7655, 1.4304], [3.3244, -1.9586, -0.4462], [3.0192, -3.9322, -1.4133], [1.3793, -3.7446, -1.3028], [2.6455, -5.7623, -0.1006], [1.1810, -5.0107, 0.5674], [4.0783, -4.2729, 1.2566], [2.8099, -4.7133, 2.3941], [3.2013, -2.0849, 1.9366], [1.5393, -2.6839, 1.9011], [5.2272, 4.1184, -1.6035], [4.1323, 3.3430, -2.0245], [3.2261, 2.8928, -1.1075], [3.3950, 3.2071, 0.2743], [4.5260, 3.9818, 0.6724], [5.4252, 4.4350, -0.2564], [2.5003, 2.8225, 1.2834], [1.2848, 2.1481, 1.1889], [0.4017, 1.8469, 2.3328], [-0.8365, 2.5316, 2.3436], [-1.8203, 2.1932, 3.2684], [-1.5514, 1.2149, 4.2054], [-0.3146, 0.5509, 4.2292], [0.6490, 0.8351, 3.2937], [5.9342, 4.4763, -2.3416], [4.0183, 3.1173, -3.0756], [2.3748, 2.3083, -1.4249], [4.6497, 4.2155, 1.7225], [6.2764, 5.0317, 0.0392], [2.7703, 3.1173, 2.2948], [-0.9730, 3.3771, 1.6792], [-2.7693, 2.7089, 3.2619], [-2.3005, 0.9560, 4.9423], [-0.1288, -0.1956, 4.9898], [1.5959, 0.3091, 3.2828]], "forces_ev_per_a": [[0.04, -0.04, 0.28], [0.00, -0.03, -0.02], [0.01, 0.05, 0.04], [0.01, -0.02, -0.02], [-0.06, 0.01, 0.05], [0.02, 0.04, 0.15], [0.07, 0.02, -0.04], [0.00, 0.01, 0.00], [-0.19, -0.22, -0.12], [0.02, 0.04, 0.02], [0.32, 0.33, -0.11], [0.45, -0.02, 0.07], [0.05, 0.07, -0.26], [-0.15, 0.03, 0.24], [0.12, 0.02, 0.06], [-0.03, -0.04, -0.10], [0.00, 0.01, 0.01], [-0.01, 0.00, -0.01], [0.00, 0.00, 0.00], [0.00, -0.01, 0.00], [0.02, 0.00, 0.00], [0.01, -0.05, 0.00], [0.00, 0.00, 0.00], [-0.03, -0.02, 0.00], [-0.01, 0.01, 0.02], [0.07, 0.00, -0.01], [-0.15, -0.11, 0.06], [0.07, -0.13, 0.01], [0.01, 0.03, -0.08], [-0.02, 0.03, 0.01], [-0.01, -0.01, -0.02], [0.02, -0.02, -0.01], [0.03, 0.04, 0.01], [0.02, 0.00, 0.03], [-0.01, -0.01, 0.00], [0.01, 0.00, 0.00], [0.00, 0.00, 0.01], [0.00, 0.00, 0.00], [0.00, 0.01, 0.00], [-0.01, 0.00, 0.00], [0.00, 0.01, -0.01], [-0.01, -0.02, 0.00], [0.03, 0.02, 0.01], [-0.02, -0.01, -0.03], [0.01, 0.00, 0.05], [-0.04, -0.04, -0.02], [-0.01, 0.01, 0.05], [0.00, 0.00, -0.01], [-0.05, 0.02, -0.14], [-0.34, -0.08, 0.08], [-0.45, -0.12, -0.49], [0.02, 0.17, 0.29], [0.11, 0.09, 0.01], [-0.01, -0.05, 0.01], [0.03, -0.03, 0.05], [0.03, 0.01, -0.14], [0.00, 0.00, 0.00], [-0.02, -0.01, 0.00], [0.06, 0.01, -0.02], [0.03, 0.02, -0.01], [0.00, 0.00, 0.02], [0.05, 0.02, -0.02], [-0.06, -0.06, -0.01], [0.00, 0.01, 0.03], [-0.01, 0.01, 0.00], [0.00, -0.01, -0.01], [-0.01, -0.01, 0.01]], "mulliken_charge": [1.54, -1.45, 0.86, -0.84, -0.60, 0.05, -0.02, -1.19, 1.75, -0.67, -0.80, -0.66, -0.48, 0.69, -0.49, -0.51, 0.35, 0.40, 0.37, 0.46, 0.53, 0.43, 0.40, 0.38, 0.34, -0.63, 0.45, -0.27, -0.17, -0.04, -0.58, -0.78, -0.52, 0.40, 0.42, 0.31, 0.40, 0.29, 0.35, 0.39, 0.41, 0.32, -0.32, -0.88, -0.16, 1.48, -0.59, -0.78, -0.10, -0.60, 0.34, 0.15, -0.87, -0.44, -0.78, -0.19, 0.44, 0.47, 0.35, 0.45, 0.45, 0.42, 0.54, 0.48, 0.47, 0.47, 0.55]}